DFT (ωB97M-V/def2-TZVPD) results for a structure of composition C66H67N6OSSr at a distorted geometry.

Geometry as XYZ:
```
142
Properties=species:S:1:pos:R:3:forces:R:3:lowdin_charge:R:1
Sr 0.36526 0.71795 -0.45281 -0.379 -1.495 -0.992 1.300
C 1.61074 -0.44534 2.47300 -0.113 0.122 -0.160 -0.032
C 2.14143 0.95390 2.40710 0.103 -0.134 0.271 -0.305
C 2.90591 1.50451 3.42522 0.027 0.198 0.016 -0.027
C 3.31627 2.82510 3.30172 -0.105 -0.153 -0.008 -0.059
C 2.91761 3.55526 2.20171 0.022 0.053 -0.164 -0.012
C 2.13458 2.94491 1.21697 0.194 -0.317 0.673 -0.198
N 1.80147 1.65056 1.32270 0.502 0.672 0.429 0.041
C 1.62686 3.68778 0.04908 -0.299 0.895 -0.732 -0.261
C 1.71359 5.07284 -0.00258 0.254 -0.359 0.555 -0.042
C 1.29819 5.73316 -1.16838 -0.263 -0.045 -0.566 -0.086
C 0.79344 5.00551 -2.21209 0.188 0.373 0.515 -0.031
C 0.65156 3.60304 -2.07500 -0.359 -0.264 -0.812 -0.248
N 1.07846 2.97346 -0.94346 0.725 0.536 0.278 -0.019
C 0.12712 2.79919 -3.14701 0.300 0.393 0.321 -0.232
C -0.41206 3.39036 -4.31822 -0.162 -0.078 -0.330 -0.048
C -0.76230 2.60301 -5.38064 0.087 0.186 0.165 -0.095
C -0.56365 1.21712 -5.29964 0.039 -0.196 0.054 -0.076
C -0.09778 0.68233 -4.10597 -0.094 0.230 -0.442 -0.361
C 0.07624 -0.80102 -3.99235 -0.004 0.021 0.080 -0.011
N 0.21108 1.43266 -3.04150 -0.087 -0.170 0.077 0.053
H 1.90735 -0.95570 3.38803 -0.037 0.004 -0.010 0.079
H 1.96012 -1.00872 1.60492 -0.024 -0.037 0.075 0.050
H 0.51903 -0.40222 2.41838 -0.020 -0.075 0.074 0.055
H 3.16663 0.92343 4.29986 0.002 -0.081 -0.050 0.105
H 3.92889 3.28284 4.06831 0.006 0.012 -0.002 0.104
H 3.22607 4.58366 2.09623 -0.013 0.000 -0.013 0.099
H 2.09009 5.64300 0.83335 0.018 -0.013 -0.020 0.086
H 1.39024 6.80889 -1.25361 0.040 -0.001 0.026 0.095
H 0.54147 5.50801 -3.13248 -0.080 -0.021 -0.013 0.091
H -0.56013 4.45746 -4.38093 -0.017 0.013 0.037 0.087
H -1.17999 3.04405 -6.27798 0.008 0.033 0.008 0.095
H -0.78356 0.56901 -6.13732 -0.015 -0.030 0.036 0.094
H -0.02323 -1.28060 -4.96561 0.015 -0.005 0.001 0.093
H -0.68009 -1.21702 -3.32973 0.003 -0.053 0.016 0.055
H 1.05137 -1.04452 -3.57356 0.005 -0.011 -0.006 0.061
C -1.25982 -3.37595 2.70956 0.090 -0.007 -0.178 -0.060
C -1.44477 -3.78170 1.24421 -0.124 -0.048 0.140 -0.363
C -1.76505 -5.27749 1.15542 0.018 0.066 -0.037 -0.065
C -2.51077 -2.92295 0.57978 0.197 0.077 -0.097 -0.145
C -3.84116 -3.13410 0.91284 -0.093 -0.020 0.007 -0.052
C -4.85877 -2.38192 0.35014 0.003 0.010 -0.013 -0.083
C -4.53948 -1.39644 -0.56703 -0.076 -0.049 0.021 -0.042
C -3.22388 -1.14403 -0.92821 0.250 -0.028 -0.046 -0.130
C -2.93501 -0.10846 -1.99929 -0.079 0.151 0.161 -0.373
C -3.61817 1.23697 -1.73049 0.093 -0.128 0.013 -0.059
C -3.33177 -0.63546 -3.38164 0.130 -0.031 0.016 -0.053
C -2.18490 -1.90208 -0.34599 -0.537 -0.146 0.128 -0.179
N -0.84971 -1.58309 -0.62280 0.495 -0.345 0.071 0.035
C -0.05152 -2.46326 -1.20484 -0.539 0.182 0.011 -0.238
C 1.37165 -2.31132 -1.31014 0.593 0.246 -0.020 -0.215
N 2.05257 -1.30597 -0.77540 -0.489 -0.172 0.207 0.021
C 3.44970 -1.30887 -0.77570 0.495 -0.093 0.049 -0.191
C 4.18622 -2.18716 0.05577 -0.242 0.064 -0.029 -0.141
C 5.57410 -2.12655 0.03084 0.074 -0.011 -0.025 -0.057
C 6.25007 -1.22552 -0.77421 0.011 -0.050 -0.028 -0.086
C 5.52583 -0.34258 -1.55823 0.063 -0.001 0.039 -0.044
C 4.13901 -0.35723 -1.55921 -0.167 -0.098 -0.018 -0.137
C 3.36770 0.59308 -2.45182 0.091 -0.034 0.069 -0.372
C 3.82947 2.04122 -2.29115 -0.068 -0.043 0.006 -0.050
C 3.46894 0.16537 -3.91958 -0.104 -0.039 0.020 -0.046
C 3.51697 -3.16116 1.01862 0.173 -0.072 0.065 -0.364
C 3.99901 -2.91221 2.45445 -0.058 0.090 -0.052 -0.074
C 3.78108 -4.63101 0.66108 -0.054 0.165 0.034 -0.052
C 1.87592 -3.36182 -2.21342 -0.025 -0.340 -0.295 -0.086
C 3.08093 -3.65005 -2.81058 -0.061 0.144 0.233 -0.010
C 3.15369 -4.73517 -3.71718 0.008 -0.198 -0.106 -0.073
C 2.06933 -5.50859 -4.04464 0.027 0.007 -0.016 -0.035
C 0.80154 -5.21580 -3.47737 -0.001 0.124 0.113 -0.165
C -0.43347 -5.85839 -3.75621 -0.052 0.023 -0.042 -0.034
C -1.58875 -5.38919 -3.18607 0.012 -0.141 -0.101 -0.071
C -1.61552 -4.27449 -2.31187 0.055 0.266 0.085 -0.006
C -0.43249 -3.65458 -1.99231 0.058 -0.375 -0.196 -0.080
C 0.75664 -4.15245 -2.58322 -0.038 0.074 0.074 -0.083
H -0.43006 -3.93190 3.15657 -0.017 -0.011 0.026 0.075
H -2.16803 -3.59298 3.27774 0.000 0.052 0.038 0.078
H -1.05501 -2.31031 2.78383 -0.008 0.009 0.062 0.037
H -0.49885 -3.61548 0.73517 0.044 -0.006 0.004 0.111
H -2.61141 -5.53055 1.79812 -0.018 -0.037 -0.028 0.068
H -0.91051 -5.87105 1.48872 0.009 0.014 0.013 0.076
H -2.00750 -5.57325 0.13404 0.014 -0.018 0.004 0.068
H -4.09544 -3.90224 1.63489 0.041 -0.014 -0.008 0.104
H -5.89144 -2.56521 0.62079 0.008 0.012 0.023 0.093
H -5.33461 -0.81149 -1.01516 0.027 0.017 -0.020 0.107
H -1.85752 0.08069 -1.99217 -0.137 -0.083 -0.135 0.074
H -4.70031 1.17305 -1.87234 -0.007 -0.003 -0.009 0.071
H -3.22408 1.98450 -2.42386 -0.050 0.024 0.000 0.082
H -3.40145 1.56296 -0.71443 -0.021 0.080 -0.011 0.043
H -4.41454 -0.77414 -3.43636 -0.010 -0.014 0.026 0.079
H -2.85797 -1.59646 -3.59517 -0.028 -0.011 -0.015 0.071
H -3.03593 0.07369 -4.15779 -0.002 -0.002 -0.009 0.073
H 6.14687 -2.79708 0.66208 -0.021 -0.021 0.002 0.104
H 7.33319 -1.20964 -0.78459 -0.005 0.015 0.007 0.094
H 6.05254 0.37090 -2.18154 -0.026 0.008 -0.005 0.107
H 2.31194 0.52659 -2.16296 0.345 0.115 -0.256 0.064
H 4.85344 2.17504 -2.64962 0.001 -0.028 -0.004 0.072
H 3.78993 2.34648 -1.24556 0.013 0.056 0.010 0.076
H 3.18189 2.70573 -2.86505 -0.013 0.018 0.007 0.080
H 4.46781 0.37045 -4.31397 0.034 -0.025 0.032 0.080
H 2.74298 0.71221 -4.52614 0.019 0.026 -0.007 0.078
H 3.27474 -0.90354 -4.03299 -0.006 0.010 -0.029 0.070
H 2.43914 -2.99249 0.99228 -0.025 0.004 -0.070 0.112
H 5.04103 -3.21572 2.57260 0.013 -0.001 0.018 0.072
H 3.39797 -3.49179 3.15887 0.011 -0.005 0.022 0.078
H 3.92260 -1.85627 2.71806 0.058 -0.051 0.016 0.063
H 4.85337 -4.80781 0.54837 -0.002 -0.034 0.017 0.076
H 3.28981 -4.91154 -0.26518 -0.029 -0.027 -0.170 0.064
H 3.40828 -5.28398 1.45446 0.005 0.002 -0.010 0.076
H 3.97761 -3.08058 -2.60556 -0.006 0.021 0.033 0.107
H 4.11496 -4.96102 -4.16386 -0.013 0.014 -0.022 0.098
H 2.16597 -6.32479 -4.75131 0.031 -0.003 0.011 0.104
H -0.46267 -6.69524 -4.44459 0.001 -0.021 0.028 0.104
H -2.52718 -5.87960 -3.41684 0.004 0.013 -0.018 0.099
H -2.56262 -3.91631 -1.93082 -0.009 -0.065 0.035 0.111
C -4.85158 7.94863 3.92623 0.205 0.110 0.046 -0.057
C -5.54223 7.24992 5.06598 -0.002 -0.131 -0.218 -0.748
O -5.74905 7.74927 6.13871 -0.092 0.111 0.006 0.001
S -6.20868 5.61505 4.70434 0.152 -0.076 0.057 0.985
C -4.94103 4.87746 3.68627 -0.270 0.047 0.211 -0.583
C -3.76731 4.43892 4.29407 0.012 -0.012 -0.077 -0.110
C -2.82875 3.73692 3.56185 -0.016 0.033 0.028 -0.036
C -3.04301 3.43630 2.20753 0.029 -0.036 0.035 -0.260
C -4.21921 3.91033 1.60808 -0.034 0.019 0.012 -0.027
C -5.15807 4.61768 2.33780 -0.002 0.006 -0.006 -0.110
C -2.11523 2.64329 1.47932 -0.056 0.083 -0.020 -0.210
C -1.37221 1.90034 0.84731 -0.686 0.475 0.557 -0.147
H -4.13382 8.67390 4.30759 -0.036 -0.022 0.048 0.084
H -5.61842 8.48478 3.36330 -0.018 -0.030 -0.005 0.090
H -4.36320 7.24535 3.25770 0.011 0.040 -0.027 0.063
H -3.60672 4.64788 5.34486 0.005 -0.059 0.013 0.103
H -1.92257 3.37930 4.03372 0.014 0.004 -0.025 0.104
H -4.39540 3.69240 0.56284 0.025 -0.004 -0.005 0.111
H -6.06934 4.96479 1.86625 -0.008 -0.022 0.007 0.102
C -1.49300 0.96951 6.81788 0.002 -0.018 -0.043 -0.099
C -1.05410 -0.24599 5.99540 0.021 0.154 0.225 -0.227
C -1.47411 -0.14414 4.60332 -0.065 0.009 -0.216 -0.218
N -1.80265 -0.06595 3.50527 -0.040 -0.056 0.172 0.206
H -1.17866 0.85244 7.85450 0.007 0.005 -0.003 0.070
H -2.57584 1.08288 6.79381 0.002 0.006 -0.007 0.079
H -1.04755 1.88009 6.41924 -0.013 0.010 0.010 0.073
H -1.47446 -1.16150 6.41448 0.046 -0.025 -0.029 0.113
H 0.03366 -0.33716 6.01378 -0.013 -0.073 -0.001 0.110
```
Positions in Å, forces in eV/Å.

**Lowest unoccupied orbital energy (spin up / spin down)**: 2.0 / 2.1 eV
**E_HOMO (spin up / spin down)**: -3.617 / -2.284 eV
**Charge**: -1
**E**: -92192.830 eV
**Largest force on an atom**: 1.8 eV Å⁻¹
**HOMO-LUMO gap (spin up / spin down)**: 5.65 / 4.39 eV

=====

DFT (ωB97M-V/def2-TZVPD) results for a cluster of 2 separate species, C3H11NO2 in total at a distorted geometry.

Geometry as XYZ:
```
17
Properties=species:S:1:pos:R:3:forces:R:3:nbo_charge:R:1
C 1.10942 0.80035 -0.37694 1.210 -0.527 2.289 -0.238
C 0.59501 0.10297 0.92525 -1.448 0.983 -0.776 -0.422
C -0.11149 -1.26191 0.68331 0.893 0.030 0.544 -0.055
O 0.08913 -1.93865 -0.56346 0.110 1.049 0.355 -0.714
N 1.07314 2.27366 -0.23753 -0.323 -1.533 -0.367 -0.812
H 0.71168 0.40027 -1.30394 -0.593 0.213 -0.217 0.153
H 2.14603 0.46372 -0.32949 0.332 0.431 -0.709 0.192
H -0.22676 0.78159 1.33638 1.236 -0.778 -0.163 0.203
H 1.39531 0.01051 1.66523 -0.143 0.217 -0.245 0.216
H -1.14372 -0.90953 0.78556 0.465 -1.312 0.780 0.124
H 0.29432 -1.97759 1.41770 -1.094 0.355 0.189 0.191
H 0.52296 -1.25242 -1.07767 -0.025 -0.432 -0.704 0.462
H 0.07493 2.51312 -0.20711 0.610 0.365 -0.356 0.356
H 1.51054 2.56273 -1.10521 -0.404 0.876 0.067 0.358
H -2.17462 -0.89121 0.00810 -0.903 0.897 -0.266 0.444
H -2.98300 -1.22232 -1.10405 -0.608 0.547 -0.404 0.466
O -2.88289 -0.45530 -0.51614 0.686 -1.382 -0.017 -0.924
```
Positions in Å, forces in eV/Å.

**Lowest unoccupied orbital energy**: 0.8 eV
**E_HOMO**: -9.991 eV
**E**: -8872.868 eV
**Largest force on an atom**: 2.6 eV Å⁻¹
**Relative energy (zero: lowest compared OMol25 entry of this formula, charge and spin)**: 37.40 kcal per mole
**HOMO-LUMO gap**: 10.75 eV